(1)
An isolated ion of composition C4H9N2O2 and charge +1, computed with ωB97M-V/def2-TZVPD.

Last column: natural (NBO) charge in e.
Cartesian coordinates (Å):
O -2.047 1.566 -0.414  -0.466
O 0.375 -0.774 0.523  -0.477
N 1.465 0.775 -0.757  -0.570
N -1.773 0.313 -0.649  0.005
C 2.752 0.361 -0.247  -0.440
C 0.437 0.131 -0.337  0.670
C -0.989 -1.518 0.796  -0.008
C -2.029 -0.408 0.490  -0.347
H 1.515 1.495 -1.576  0.464
H 2.639 -0.644 0.196  0.239
H -2.030 2.038 -1.264  0.499
H -0.927 -2.283 0.132  0.205
H 3.028 1.144 0.490  0.228
H -2.087 0.277 1.392  0.228
H 3.502 0.473 -1.076  0.236
H -2.932 -0.971 0.407  0.272
H -0.901 -1.975 1.893  0.261

Forces on the atoms, in the same order (eV/Å):
O -0.5 1.8 0.3
O 0.7 -1.5 1.4
N 0.2 0.7 -1.8
N 3.0 -0.5 -2.6
C 1.8 1.1 0.1
C -4.6 0.9 -1.3
C 1.4 2.9 2.6
C 0.9 -1.0 4.3
H -1.0 -1.9 2.2
H 0.6 0.6 -0.3
H -0.2 -0.2 0.0
H -0.1 -2.2 -2.1
H 0.1 -0.9 0.0
H -0.1 -0.8 -0.9
H -0.6 -0.7 0.8
H -1.1 -0.2 -0.3
H -0.4 1.6 -2.4

The orbital gap (spin up / spin down) is 0.327 / 0.317 Eh. As for the energy above the lowest of the compared OMol25 structures with the same formula, charge and spin: 572.7 kJ/mol. The calculation puts the highest occupied orbital energy (spin up / spin down) at -0.488 / -0.487 Ha. Its charge is +1.

---

(2)
An isolated ion of composition C4H9N2O2 and charge +1, computed with ωB97M-V/def2-TZVPD.

Last column: natural (NBO) charge in e.
Cartesian coordinates (Å):
O 3.160 -0.578 -0.138  -0.557
O 1.650 1.098 0.092  -0.491
N 0.620 -1.183 -0.228  -0.563
N -0.628 0.665 0.148  -0.528
C 2.915 0.611 0.027  0.657
C 0.489 0.121 -0.156  0.808
C -0.899 2.066 0.372  -0.405
C -0.378 -2.212 -0.192  -0.450
H -1.098 -2.010 0.694  0.209
H -0.950 2.250 1.383  0.225
H -1.450 -0.039 0.301  0.441
H 1.531 -1.529 -0.563  0.477
H 0.185 -3.182 -0.020  0.266
H -0.061 2.604 0.101  0.239
H -1.114 -2.331 -1.034  0.242
H -1.861 2.222 -0.165  0.236
H 3.626 1.512 0.191  0.192

Forces on the atoms, in the same order (eV/Å):
O 0.1 3.2 0.2
O -3.1 -2.5 -1.5
N 2.3 -0.2 -1.9
N -2.9 -1.7 0.3
C 1.2 -1.8 -0.1
C 2.9 1.0 2.5
C -1.9 -1.2 -1.4
C -2.4 -1.1 1.6
H 1.4 -0.6 -1.0
H -0.8 0.3 2.5
H 2.0 1.9 -0.6
H -0.4 0.7 0.6
H -1.0 1.2 -0.2
H 1.3 1.4 -1.4
H 1.2 0.4 0.2
H 0.9 0.8 0.5
H -0.9 -1.6 -0.3

The orbital gap is 0.402 Eh. As for the SMILES: CN/C(=[NH+]/C)OC=O. As for the energy above the lowest of the compared OMol25 structures with the same formula, charge and spin: 169.8 kJ/mol. The calculation puts the highest occupied orbital energy at -0.548 Ha. Its charge is +1.

---

(3)
A 2-piece molecular cluster, C4H9N2OS overall, computed with ωB97M-V/def2-TZVPD.

Last column: natural (NBO) charge in e.
Cartesian coordinates (Å):
S -1.627 1.269 1.639  0.257
O -1.044 2.553 0.761  -0.862
N 0.195 -2.208 -0.517  -0.520
N 0.653 -0.288 -1.204  -0.330
C 0.514 0.747 -1.955  0.158
C 0.358 -1.656 -1.636  0.266
C 0.201 -1.460 0.747  -0.264
C 0.851 -0.183 0.311  -0.258
H -1.816 3.183 0.586  0.511
H 0.217 -3.236 -0.526  0.447
H 0.079 0.625 -2.991  0.251
H 1.904 -0.315 0.536  0.241
H -1.620 1.688 2.920  0.119
H -0.972 -1.283 0.928  0.243
H 0.699 -1.944 1.553  0.253
H 0.918 1.649 -1.645  0.217
H 0.491 0.859 0.492  0.272

Forces on the atoms, in the same order (eV/Å):
S -0.8 -0.2 0.1
O -1.4 1.2 0.0
N 0.7 -3.2 1.6
N -0.7 1.3 -0.1
C -0.4 -2.8 -1.8
C 0.3 1.5 -1.7
C -4.3 1.2 -0.5
C 1.0 1.1 -1.7
H 1.5 -1.1 0.3
H -0.6 0.5 0.3
H 0.8 0.0 1.3
H 0.3 0.5 -0.2
H 0.2 0.4 -0.2
H 2.7 -0.5 0.3
H 0.2 -0.5 0.5
H 0.1 1.9 0.8
H 0.3 -1.4 0.8

The orbital gap is 0.291 Eh. As for the energy above the lowest of the compared OMol25 structures with the same formula, charge and spin: 473.0 kJ/mol. The calculation puts the highest occupied orbital energy at -0.479 Ha. Its charge is +1.

---

(4)
An isolated ion of composition C4H9N2S and charge +1, computed with ωB97M-V/def2-TZVPD.

Last column: natural (NBO) charge in e.
Cartesian coordinates (Å):
S 0.802 1.024 0.473  0.708
N -3.014 0.182 0.040  -0.797
N -1.129 -1.080 0.652  -0.742
C 3.074 -0.410 0.204  -0.716
C 1.752 -0.071 -0.298  -0.098
C -1.693 -0.067 0.149  0.435
C -0.784 1.027 -0.405  -0.606
H -1.216 2.013 -0.239  0.263
H -1.737 -1.812 0.997  0.367
H 3.750 -0.688 -0.601  0.275
H -3.663 -0.512 0.368  0.415
H 3.502 0.382 0.814  0.260
H -3.390 1.021 -0.362  0.409
H 1.369 -0.604 -1.162  0.254
H 2.987 -1.298 0.843  0.303
H -0.611 0.892 -1.472  0.269

Forces on the atoms, in the same order (eV/Å):
S 0.3 -0.4 -0.5
N -0.2 0.0 -0.1
N 0.7 -0.3 0.0
C 0.6 0.0 0.2
C -1.0 0.4 0.3
C 0.1 0.1 0.1
C 0.0 -0.1 0.0
H 0.1 0.1 0.0
H -0.2 0.0 0.0
H 0.0 0.1 -0.1
H -0.1 0.0 0.0
H 0.1 0.0 0.1
H 0.0 0.0 0.0
H -0.2 0.1 0.0
H -0.1 -0.1 0.0
H 0.0 0.0 0.0

The orbital gap is 0.288 Eh. As for the energy above the lowest of the compared OMol25 structures with the same formula, charge and spin: 157.0 kJ/mol. The calculation puts the highest occupied orbital energy at -0.493 Ha. Its charge is +1.

---

(5)
A 2-piece molecular cluster, C4H9N3 overall, computed with ωB97M-V/def2-TZVPD.

Last column: natural (NBO) charge in e.
Cartesian coordinates (Å):
N 0.284 0.994 0.608  -0.350
N 2.853 -0.430 -0.916  -0.353
N -1.859 -0.260 -1.562  -1.113
C 0.128 -1.369 1.250  -0.631
C 0.734 2.078 0.032  -0.243
C 1.807 -0.537 -0.417  0.220
C 0.768 -0.294 0.436  -0.119
H -0.359 0.939 1.443  0.429
H -2.553 0.512 -1.740  0.370
H 1.494 2.050 -0.637  0.208
H -1.220 -0.522 -2.259  0.379
H -0.652 -1.085 1.903  0.212
H -2.500 -1.029 -1.198  0.366
H 0.811 -1.773 2.025  0.207
H 0.228 3.047 0.378  0.191
H 0.035 -2.321 0.653  0.228

Forces on the atoms, in the same order (eV/Å):
N 1.3 -2.6 0.7
N -0.4 -0.5 -0.6
N -3.8 0.4 2.7
C 2.5 -2.2 -0.3
C -3.9 2.4 3.2
C 1.8 1.1 0.0
C -2.6 0.7 1.3
H 0.5 1.0 -1.6
H 1.7 -1.1 -0.5
H 2.0 -0.2 -1.9
H 0.3 -0.3 -1.2
H -1.7 0.4 -0.1
H 1.7 1.0 -1.0
H 0.4 0.4 -0.2
H 1.1 -1.6 -0.8
H -1.0 1.1 0.4

The orbital gap (spin up / spin down) is 0.277 / 0.277 Eh. As for the energy above the lowest of the compared OMol25 structures with the same formula, charge and spin: 338.8 kJ/mol. The calculation puts the highest occupied orbital energy (spin up / spin down) at -0.255 / -0.255 Ha. Its charge is 0.

---

(6)
An isolated molecule of C4H9N3, computed with ωB97M-V/def2-TZVPD.

Last column: natural (NBO) charge in e.
Cartesian coordinates (Å):
N -0.357 -2.894 0.347  -0.596
N -0.754 0.170 -0.724  -0.235
N -1.196 1.490 -0.434  -0.694
C -0.981 -1.797 0.622  0.135
C 0.672 -0.003 -0.470  -0.063
C 1.607 1.124 -0.153  -0.639
C -0.345 -0.466 0.542  -0.198
H -2.035 -1.828 0.945  0.177
H 1.114 2.024 0.228  0.239
H -0.388 0.103 1.465  0.207
H -1.872 1.493 0.332  0.348
H 2.168 1.411 -1.049  0.217
H 0.601 -2.708 0.045  0.326
H 2.331 0.810 0.607  0.219
H 1.170 -0.759 -1.066  0.201
H -1.735 1.829 -1.236  0.358

Forces on the atoms, in the same order (eV/Å):
N -1.5 0.9 0.3
N -0.3 0.4 0.7
N -0.8 1.5 -0.5
C 1.9 -2.0 -0.2
C 0.3 -0.9 0.8
C 0.3 0.6 0.3
C -0.1 0.1 -0.8
H 0.4 -0.1 -0.2
H -0.1 -0.3 -0.1
H -0.2 0.4 -0.2
H 0.3 -0.4 -0.2
H -0.1 0.0 0.1
H -0.1 0.2 0.2
H 0.0 -0.1 -0.2
H -0.4 -0.1 -0.3
H 0.4 -0.2 0.1

The orbital gap is 0.365 Eh. As for the SMILES: [H]/N=C\[C@H]1[C@H](C)N1N. As for the energy above the lowest of the compared OMol25 structures with the same formula, charge and spin: 293.0 kJ/mol. The calculation puts the highest occupied orbital energy at -0.325 Ha. Its charge is 0.

---

(7)
An isolated ion of composition C4H9N3 and charge +2, computed with ωB97M-V/def2-TZVPD.

Last column: natural (NBO) charge in e.
Cartesian coordinates (Å):
N 0.165 0.116 -0.190  -0.125
N -0.402 -1.032 0.121  -0.164
N -1.569 -3.032 0.834  -0.710
C -0.998 -1.984 0.552  0.807
C 1.457 0.250 -0.256  0.389
C -0.838 1.138 -0.380  -0.503
C 1.745 1.688 -0.267  -0.701
H 1.854 2.017 -1.301  0.312
H -1.100 1.777 0.507  0.297
H -0.392 1.829 -1.112  0.270
H 2.187 -0.558 0.010  0.298
H 0.707 1.909 0.088  0.242
H -1.802 -3.640 0.109  0.478
H 2.512 2.148 0.345  0.327
H -1.732 -3.325 1.769  0.488
H -1.795 0.697 -0.830  0.292

Forces on the atoms, in the same order (eV/Å):
N -1.0 -2.0 0.3
N -2.0 -5.6 2.1
N -0.8 -1.1 1.2
C 4.1 6.6 -2.7
C 1.5 0.6 1.8
C -2.4 2.0 -1.9
C -1.4 0.0 0.0
H 0.1 0.3 -0.2
H 0.4 -1.1 -0.3
H -1.1 -0.3 -0.1
H -1.0 0.3 -0.7
H 2.6 2.3 0.1
H -0.8 -1.6 -1.6
H 0.5 -0.7 0.1
H -0.3 -0.4 1.2
H 1.5 0.4 0.8

The orbital gap is 0.387 Eh. As for the SMILES: C/C=[N+](\C)N=C=[NH2+]. As for the energy above the lowest of the compared OMol25 structures with the same formula, charge and spin: 403.9 kJ/mol. The calculation puts the highest occupied orbital energy at -0.767 Ha. Its charge is +2.